{"formula": "C5H13PS", "method": "ωB97M-V with the def2-TZVPD basis set", "symbols": ["C", "P", "C", "S", "H", "H", "H", "H", "H", "H", "H", "C", "C", "C", "H", "H", "H", "H", "H", "H"], "xyz": [[0.42359, 0.65640, 1.98915], [-0.58757, 0.95881, 0.43465], [-2.18556, 0.05419, 0.73018], [-1.13549, 2.98086, 0.79078], [0.32422, -0.36102, 2.18460], [1.48139, 1.04648, 1.81977], [0.16777, 1.21874, 2.86933], [-2.22242, -0.88602, 0.24258], [-2.19748, -0.21332, 1.81106], [-3.05919, 0.56409, 0.50419], [-1.43497, 3.29930, -0.54606], [0.00553, -1.73724, -1.54681], [1.26215, -1.58439, -1.22492], [1.96480, -0.23704, -1.47406], [-0.35285, -2.64395, -1.27780], [-0.71966, -0.94966, -1.90707], [1.89850, -2.24060, -0.72301], [1.32236, 0.59999, -1.92344], [2.32466, -0.01220, -0.50813], [2.72024, -0.51340, -2.24498]], "atomic_forces_ev_per_a": [[0.90, 2.60, -1.15], [0.06, 0.27, -0.36], [1.93, -0.72, 2.57], [-0.41, 0.43, -1.09], [0.40, -1.86, 0.39], [-1.17, -1.11, -0.20], [-0.85, 0.21, 0.40], [0.29, -0.90, -0.83], [-0.32, 0.29, -0.47], [-1.43, 1.36, -0.49], [0.42, -0.41, 1.39], [-0.70, 1.74, -0.30], [-0.02, 4.18, -1.34], [-1.14, -1.03, -2.20], [-1.87, -2.81, 0.45], [1.35, -0.96, 0.19], [0.51, -1.60, 0.54], [0.75, -1.44, 0.92], [1.12, 1.02, 0.75], [0.18, 0.71, 0.84]], "lowdin_charge": [-0.34, 0.52, -0.34, 0.31, 0.00, 0.06, 0.02, 0.00, 0.05, 0.00, -0.16, -0.06, -0.25, -0.15, 0.01, 0.08, 0.08, 0.08, 0.03, 0.08], "multiplicity": 1, "charge": 0, "homo_lumo_gap_ev": 9.10}

{"formula": "C36H53N8O7P2Tm", "method": "ωB97M-V with the def2-TZVPD basis set", "symbols": ["Tm", "C", "C", "C", "C", "C", "C", "C", "C", "C", "C", "H", "H", "H", "H", "H", "H", "H", "H", "H", "H", "H", "H", "H", "H", "O", "C", "O", "C", "C", "C", "C", "C", "C", "N", "C", "C", "C", "C", "C", "C", "N", "H", "H", "H", "H", "H", "H", "H", "H", "H", "H", "C", "N", "C", "P", "O", "O", "P", "O", "N", "C", "C", "N", "C", "C", "N", "C", "C", "H", "H", "H", "H", "H", "H", "H", "H", "H", "H", "H", "H", "H", "H", "H", "H", "H", "H", "H", "H", "H", "H", "H", "H", "C", "N", "C", "C", "C", "O", "N", "C", "O", "H", "H", "H", "H", "H"], "xyz": [[-0.64391, -0.82504, 0.26363], [-0.97993, 2.75144, -4.88530], [-2.38840, 3.37106, -4.50221], [-3.48187, 2.31024, -4.66475], [-2.34511, 3.89572, -3.06451], [-1.55913, 5.00626, -2.80414], [-1.32204, 5.42398, -1.51091], [-1.72673, 4.59772, -0.43378], [-1.10413, 4.82069, 0.94011], [-2.61704, 3.56251, -0.64815], [-2.91128, 3.19909, -1.96374], [-1.08000, 2.36996, -5.94136], [-0.84333, 1.90093, -4.21335], [-0.17959, 3.49373, -4.82513], [-2.65630, 4.23060, -5.10837], [-3.22390, 1.37226, -4.18010], [-3.59907, 2.11802, -5.70286], [-4.41560, 2.74007, -4.28319], [-1.10497, 5.52320, -3.67372], [-0.73433, 6.30698, -1.30537], [-1.78664, 5.39296, 1.58809], [-0.15538, 5.33173, 0.89421], [-0.93982, 3.85313, 1.36999], [-3.00814, 2.93861, 0.16499], [-3.60521, 2.40370, -2.13975], [1.02757, 2.07591, 8.03102], [1.20292, 2.64047, 6.77119], [2.05603, 3.50706, 6.63321], [0.33471, 2.24081, 5.62280], [-0.92125, 1.60053, 5.81211], [-1.59540, 1.06527, 4.72266], [-0.91767, 0.88529, 3.51699], [0.31701, 1.54901, 3.32876], [0.87630, 2.28342, 4.30744], [-1.46978, 0.15371, 2.42399], [-2.53438, -0.61244, 2.65204], [-3.45666, -1.02663, 1.62971], [-4.78459, -1.44100, 1.97731], [-5.65960, -1.73909, 0.92986], [-5.23727, -1.55389, -0.40957], [-3.95526, -1.03304, -0.61050], [-3.05819, -0.86238, 0.36124], [0.86233, 1.12022, 7.97703], [-1.38010, 1.50218, 6.80565], [-2.64504, 0.76659, 4.79401], [0.72032, 1.45586, 2.32755], [1.83040, 2.77539, 4.19444], [-2.73033, -0.96021, 3.64408], [-5.14789, -1.42419, 3.01320], [-6.67909, -2.11884, 1.12059], [-5.87493, -1.64171, -1.29666], [-3.56445, -0.84492, -1.60446], [3.01841, -4.04520, -1.06356], [2.38456, -3.87789, 0.25764], [1.64603, -5.04293, 0.83823], [2.19199, -2.46675, 0.99501], [0.72235, -2.12876, 1.18833], [2.83003, -1.31292, -0.03700], [2.48414, 0.28638, -0.31733], [1.07897, 0.60995, 0.19861], [3.67797, 0.99366, 0.60381], [3.58999, 2.43849, 0.81272], [4.94058, 0.37070, 1.09222], [2.46569, 0.46123, -1.94418], [1.86113, 1.66189, -2.57663], [3.26144, -0.29239, -2.88985], [3.01853, -2.62180, 2.38517], [4.36869, -3.16281, 2.48313], [2.46026, -1.99691, 3.58912], [3.01394, -5.05805, -1.41158], [4.07183, -3.69935, -1.02446], [2.42753, -3.46044, -1.82629], [2.06524, -5.96727, 0.35369], [0.54026, -5.01197, 0.67540], [1.80370, -5.06478, 1.91869], [2.51870, 2.72878, 0.89532], [4.02276, 2.99124, -0.03682], [4.12931, 2.72514, 1.74376], [5.82060, 0.83422, 0.63179], [5.04605, -0.66535, 0.81604], [4.98852, 0.38121, 2.21801], [0.80079, 1.53043, -2.76429], [2.30238, 1.96001, -3.51318], [1.88088, 2.53584, -1.84055], [3.41045, -1.32709, -2.52973], [4.24836, 0.15845, -3.06782], [2.68792, -0.40948, -3.80410], [4.68543, -3.62739, 1.56201], [4.44986, -3.95274, 3.21997], [5.05509, -2.32531, 2.69890], [2.35789, -0.89319, 3.53170], [3.13880, -2.22485, 4.44577], [1.48085, -2.40248, 3.83717], [-1.80058, -5.42985, -3.17392], [-1.61455, -3.99887, -2.93089], [-1.89049, -3.08061, -3.86369], [-1.72395, -1.77428, -3.57966], [-1.17670, -1.36030, -2.29292], [-1.07389, -0.14868, -1.87943], [-0.85819, -2.34296, -1.39133], [-1.18526, -3.67766, -1.61672], [-0.97255, -4.51880, -0.75571], [-2.40459, -5.80592, -2.34943], [-0.78025, -5.90706, -3.27010], [-2.34398, -5.56207, -4.15256], [-2.29429, -3.46804, -4.79990], [-2.03244, -1.00738, -4.33454]], "atomic_forces_ev_per_a": [[-0.25, 1.81, -0.30], [-1.85, 0.32, -0.95], [0.38, -0.65, 1.03], [0.21, 1.02, 0.29], [0.07, -1.23, 0.60], [0.08, 0.58, -0.67], [0.04, -1.08, 0.68], [0.75, 1.22, 0.32], [-1.27, 0.45, -0.41], [0.24, -0.55, -0.76], [0.31, 1.07, -0.70], [0.39, 0.34, 0.98], [0.33, 0.10, -0.04], [-0.03, -0.27, 0.07], [0.23, 0.02, -0.46], [-0.07, -0.06, 0.29], [-0.26, -0.31, -0.99], [0.03, -0.47, -0.03], [-0.37, -0.11, 0.72], [0.16, -0.01, -0.01], [0.31, -0.18, -0.05], [0.23, 0.26, -0.14], [0.11, -0.56, 0.55], [0.21, 0.38, -0.14], [-0.16, -0.44, -0.11], [0.04, 0.05, -1.54], [1.75, 2.04, 0.86], [-1.67, -1.67, 0.17], [-1.01, -1.81, -0.21], [0.81, 0.69, 0.23], [-0.22, -0.53, -0.33], [0.42, 0.26, 0.14], [-1.55, -1.09, -1.70], [0.66, 0.31, 2.33], [-2.38, -0.98, 0.04], [2.68, 1.40, 0.42], [-1.85, -0.54, -0.18], [0.90, 0.49, -0.61], [-0.19, -0.23, -0.87], [0.25, 0.91, 0.79], [0.17, -0.87, -0.36], [-0.48, 0.04, 0.26], [-0.23, 0.33, -0.06], [0.26, 0.41, -0.45], [0.45, -0.02, 0.29], [0.41, 0.15, 0.17], [0.02, 0.16, -0.15], [-0.42, 0.18, 0.71], [0.42, -0.26, -0.46], [0.69, 0.37, 0.02], [0.08, -0.26, 0.65], [-0.27, 0.07, -0.04], [-0.40, 1.81, -0.52], [0.24, -0.94, -1.10], [-0.21, -0.47, -0.35], [0.20, 0.04, -0.77], [1.22, -0.07, 1.07], [-0.58, -0.12, 0.22], [0.07, -1.20, 1.16], [1.08, -0.16, -0.30], [-0.30, -0.77, -0.13], [-0.36, 0.65, 0.01], [-0.18, 0.00, 0.37], [-0.02, 0.33, -0.12], [-1.04, 1.46, 2.31], [0.73, -1.34, 0.42], [-1.24, 0.77, 0.09], [0.48, 0.65, -0.25], [0.53, 0.46, 1.12], [-0.11, -0.65, 0.28], [-0.63, -0.11, -0.21], [0.82, -0.47, 0.53], [-0.42, 0.92, 0.70], [1.06, 0.16, -0.18], [0.22, -0.18, -0.08], [0.70, -0.05, 0.08], [0.00, -0.07, 0.36], [-0.46, -0.26, -0.64], [-0.24, 0.36, 0.36], [-0.46, -0.39, -0.25], [-0.04, 0.41, -1.10], [-0.20, -0.41, -0.01], [0.72, -0.17, -0.04], [0.22, -0.93, -1.11], [0.09, 0.50, -0.01], [-0.33, -0.05, -0.18], [0.09, 0.27, -0.21], [-0.09, 0.05, -0.48], [-0.20, 0.11, 0.44], [-0.06, -0.56, 0.12], [0.21, -0.50, -0.14], [-0.51, 0.20, -0.69], [-0.01, -0.10, -0.11], [0.39, -0.28, -1.24], [0.19, -1.18, 1.38], [-0.07, 0.35, 0.36], [-0.06, 2.28, -0.78], [-0.86, -0.89, -0.68], [0.24, -0.97, -0.13], [-0.80, 0.05, -0.85], [1.33, 0.60, -0.12], [-0.75, 0.24, -0.91], [0.32, -0.44, -0.18], [-1.31, 0.22, 0.38], [0.54, 0.13, 1.09], [0.17, 0.28, 0.21], [0.49, -0.73, 0.92]], "lowdin_spin": [2.01, 0.00, 0.00, 0.00, 0.00, 0.00, 0.00, 0.00, 0.00, 0.00, 0.00, 0.00, 0.00, 0.00, 0.00, 0.00, 0.00, 0.00, 0.00, 0.00, 0.00, 0.00, 0.00, 0.00, 0.00, 0.00, 0.00, 0.00, 0.00, 0.00, 0.00, 0.00, 0.00, 0.00, 0.00, 0.00, 0.00, 0.00, 0.00, 0.00, 0.00, 0.00, 0.00, 0.00, 0.00, 0.00, 0.00, 0.00, 0.00, 0.00, 0.00, 0.00, 0.00, 0.00, 0.00, 0.00, 0.00, 0.00, 0.00, 0.00, 0.00, 0.00, 0.00, 0.00, 0.00, 0.00, 0.00, 0.00, 0.00, 0.00, 0.00, 0.00, 0.00, 0.00, 0.00, 0.00, 0.00, 0.00, 0.00, 0.00, 0.00, 0.00, 0.00, 0.00, 0.00, 0.00, 0.00, 0.00, 0.00, 0.00, 0.00, 0.00, 0.00, 0.00, 0.00, 0.00, 0.00, 0.00, 0.00, 0.00, 0.00, 0.00, 0.00, 0.00, 0.00, 0.00, 0.00], "s_squared": 2.00, "multiplicity": 3, "charge": 2, "homo_lumo_gap_ev": 5.43}

{"formula": "C13H17N3O3S", "method": "ωB97M-V with the def2-TZVPD basis set", "symbols": ["C", "C", "C", "C", "S", "O", "O", "N", "C", "C", "C", "C", "N", "C", "N", "C", "C", "O", "C", "C", "H", "H", "H", "H", "H", "H", "H", "H", "H", "H", "H", "H", "H", "H", "H", "H", "H"], "xyz": [[-4.60400, -2.07020, 0.80859], [-3.22435, -1.89744, 0.18296], [-2.33339, -0.93270, 0.96873], [-2.82251, 0.50259, 0.95132], [-2.85986, 1.22389, -0.71993], [-2.90085, 2.64594, -0.57080], [-3.85409, 0.59915, -1.53668], [-1.40205, 0.77440, -1.41651], [-0.15267, 1.01543, -0.86475], [0.05326, 2.15172, -0.06638], [1.28591, 2.40649, 0.48244], [2.36072, 1.53872, 0.25221], [3.58539, 1.80870, 0.80635], [4.53961, 0.99726, 0.55836], [4.46058, -0.12785, -0.20295], [5.63302, -0.95399, -0.39429], [3.26415, -0.51306, -0.80881], [3.19390, -1.52862, -1.47260], [2.15696, 0.40527, -0.55491], [0.90249, 0.15042, -1.10516], [-5.18687, -1.15852, 0.71232], [-4.52215, -2.32918, 1.86255], [-5.14497, -2.86480, 0.30159], [-2.72449, -2.86797, 0.14625], [-3.34583, -1.53569, -0.83761], [-1.31656, -0.96675, 0.56963], [-2.28250, -1.26534, 2.00997], [-3.84108, 0.59647, 1.31549], [-2.17214, 1.15975, 1.52173], [-1.48216, -0.04728, -1.99399], [-0.77192, 2.82881, 0.08503], [1.45471, 3.27923, 1.09239], [5.51126, 1.20674, 0.98760], [5.99540, -1.32791, 0.56385], [5.34309, -1.79255, -1.02658], [6.42347, -0.38424, -0.88377], [0.78054, -0.72692, -1.72362]], "atomic_forces_ev_per_a": [[0.20, 0.01, -0.20], [0.03, -0.12, 0.22], [-0.03, -0.26, -0.24], [0.20, 0.16, -0.70], [0.18, -0.04, 0.11], [0.22, 0.05, 0.16], [-0.02, -0.31, -0.01], [-1.09, 0.02, -0.11], [0.82, 0.16, 0.42], [0.17, 0.05, 0.02], [0.01, -0.18, -0.05], [-0.33, -0.53, -0.45], [0.44, 0.39, 0.37], [-0.05, 0.36, 0.23], [-0.35, -0.09, -0.17], [0.31, -0.28, -0.09], [0.10, -0.09, 0.00], [-0.13, -0.05, -0.10], [-0.20, 0.49, 0.22], [-0.22, 0.08, -0.02], [-0.15, 0.08, 0.04], [-0.04, -0.03, 0.13], [-0.13, -0.05, 0.00], [0.03, 0.02, -0.06], [0.06, -0.18, -0.04], [0.02, -0.01, 0.12], [0.04, 0.08, -0.01], [-0.14, 0.15, 0.01], [0.01, 0.10, 0.09], [-0.17, -0.08, -0.05], [0.03, 0.14, 0.06], [0.02, 0.10, 0.07], [0.15, -0.10, -0.02], [0.00, 0.00, -0.03], [0.09, 0.11, 0.10], [-0.01, -0.03, 0.01], [-0.03, -0.12, -0.05]], "lowdin_charge": [-0.10, -0.27, -0.23, -0.21, 0.64, -0.29, -0.29, -0.05, -0.29, -0.01, 0.01, -0.23, 0.12, -0.14, -0.04, -0.02, -0.37, 0.07, -0.06, 0.05, 0.07, 0.08, 0.07, 0.11, 0.08, 0.10, 0.12, 0.10, 0.10, 0.12, 0.10, 0.12, 0.13, 0.10, 0.09, 0.10, 0.13], "multiplicity": 1, "charge": 0, "homo_lumo_gap_ev": 8.75}